1.
Below is the molecule C11H19N3O3, with properties calculated with ωB97M-V/def2-TZVPD.

CARTESIAN COORDINATES (ANGSTROEM)
C -2.4229 -4.1811 0.9778
N -2.5217 -2.8463 0.3466
C -1.7450 -1.8348 0.7521
O -0.9685 -1.9440 1.7345
C -1.9795 -0.4536 0.2239
C -2.8803 0.4071 1.0471
N -0.5965 0.2288 -0.0040
C 0.2481 -0.1837 -0.9750
O -0.0671 -1.1830 -1.5933
C 1.5598 0.5500 -1.1239
C 1.6372 1.3374 -2.4597
C 1.2741 2.7070 -1.9901
C 1.8296 2.8613 -0.6134
N 1.9558 1.5042 -0.1256
C 2.1645 1.1721 1.1511
C 2.5599 -0.1603 1.5908
O 2.1624 1.9820 2.0596
H -1.3446 -4.4468 1.0092
H -2.7573 -4.2550 2.0246
H -2.7826 -4.9266 0.3557
H -3.0167 -2.7618 -0.4860
H -2.3749 -0.4414 -0.7601
H -3.7094 0.8128 0.5383
H -2.4041 1.2573 1.5487
H -3.3338 -0.2174 1.8870
H -0.3345 0.9913 0.5988
H 2.3944 -0.1649 -1.1509
H 2.6987 1.2949 -2.6873
H 0.9833 0.9764 -3.2223
H 0.2726 3.0853 -2.0968
H 1.7694 3.5489 -2.6182
H 2.8189 3.3701 -0.7698
H 1.0758 3.2761 0.0407
H 3.2860 -0.2012 2.3589
H 3.0154 -0.5442 0.6882
H 1.5334 -0.6166 1.7427

Cartesian forces, eV/Å:
2.6292 1.4197 0.8527
0.4108 -1.0511 1.5327
1.5424 -0.1055 3.4397
-1.2474 -0.1066 -1.9534
2.8706 1.5404 -1.7148
-0.3701 -0.7379 3.1972
-1.6499 0.2166 0.7731
-1.1217 -0.8171 1.5824
0.5985 -0.2104 -1.2114
1.4399 -1.0793 -1.2287
0.1140 -0.1752 1.5112
1.0317 3.4747 -2.2305
0.1037 0.1607 0.4401
-0.5421 -0.4394 -1.2898
1.4128 1.4636 2.7940
-2.0681 -1.7663 -2.8694
-0.5521 2.0237 0.0511
-0.4083 0.3667 0.2393
-0.3071 0.3581 -0.6080
-1.4848 -1.1499 -1.1446
-0.8881 0.1775 -1.4306
-0.4284 -0.5733 -1.0886
-0.8247 0.3479 -1.0292
0.2602 -0.3164 -0.1125
0.6100 0.7969 -0.9142
-0.1366 0.0042 0.1366
-0.8178 -0.5974 -0.2095
-0.0748 0.1223 -0.7313
-0.0501 -0.5398 -0.5720
-0.9628 -0.8928 0.2515
-0.4064 -1.5088 0.6105
-0.8868 -0.2759 1.2905
0.5348 1.3537 0.2530
0.0408 0.3208 1.0576
0.1329 -1.3042 -0.0152
1.4956 -0.5004 0.3405

For the relative energy (zero: lowest compared OMol25 entry of this formula, charge and spin), the calculation gives 131.15 kJ/mol. The HOMO energy is -9.2 eV. The calculation puts the total energy at -22327.5826 eV. The structure (SMILES) is CNC(=O)[C@@H](C)NC(=O)[C@H]1CCCN1C(C)=O.

Here are the Mulliken charges for atoms 1 to 6, given in e: number 1, C, carries -0.926; number 2, N, carries -0.177; number 3, C, carries 0.032; number 4, O, carries -0.659; number 5, C, carries 0.545; number 6, C, carries -1.339

***

2.
Below is a 19-piece molecular cluster, C8H46BrF8N3O25PS2 overall, with properties calculated with ωB97M-V/def2-TZVPD.

CARTESIAN COORDINATES (ANGSTROEM)
N 4.8729 -2.6834 -0.4877
C 3.7843 -2.3122 -1.2055
N 3.8367 -2.5936 -2.5950
Br 5.4521 -3.4064 -3.0753
C 3.7176 -1.1993 -3.2307
C 2.2838 -0.8042 -2.8665
C 2.0831 -0.5481 -1.3501
C 2.8116 0.7775 -0.9231
P 3.0097 2.1346 -2.1422
O 3.3339 3.3269 -1.3551
O 4.2496 1.9226 -3.1731
O 1.7293 2.4437 -3.0279
S 0.2509 -0.5298 -1.0855
O -0.0084 0.4854 -0.1224
O -0.1290 -1.8331 -0.6626
C -0.8072 -0.1443 -2.5286
F -0.6019 -0.9031 -3.6196
F -0.7856 1.1225 -2.9014
C -2.3586 -0.4266 -2.1667
F -2.6215 -0.4043 -0.8751
F -2.7573 -1.5503 -2.7382
F -3.0817 0.5342 -2.7222
N 2.7162 -1.6880 -0.6159
S 2.7632 -1.6308 1.0877
O 1.5565 -1.2662 1.7318
O 3.0548 -2.9552 1.5245
C 4.0502 -0.5422 1.8754
F 4.2894 -1.0782 3.0490
F 3.6019 0.6735 2.1258
F 5.2176 -0.4606 1.2529
H 4.9105 -3.5775 -0.0095
H 5.6486 -2.0294 -0.4757
H 3.8661 -1.2904 -4.3108
H 4.5015 -0.6103 -2.7342
H 1.6874 -1.7229 -3.0454
H 1.8319 -0.0346 -3.5093
H 2.3971 1.2391 -0.0099
H 3.8437 0.4780 -0.6571
H 5.0379 2.1110 -2.6320
H 1.2674 3.2452 -2.7131
O -5.2423 1.0553 -0.5212
H -5.8751 0.3430 -0.6863
H -4.4444 0.5957 -0.2397
O -1.7545 3.9619 -2.5467
H -2.0411 3.0827 -2.8090
H -2.5743 4.4006 -2.2928
O -8.3753 0.7425 -0.9063
H -7.4884 1.1080 -0.9723
H -8.6803 1.0291 -0.0378
O -0.3390 1.5334 2.6517
H 0.5520 1.5273 3.0160
H -0.2528 1.0921 1.7972
O -4.5720 3.8437 -3.3069
H -4.9324 3.4314 -4.1016
H -5.2786 3.7534 -2.6522
O -6.3412 5.6796 -5.1571
H -5.8514 6.5089 -5.1611
H -5.8949 5.1452 -4.4902
O 4.7045 3.3395 1.3431
H 4.5613 3.5623 0.4123
H 4.0571 2.6529 1.5197
O 2.2584 -5.6138 3.3761
H 3.1973 -5.5893 3.6106
H 2.1072 -4.7777 2.9232
O -2.5412 -0.5198 -6.2924
H -2.7528 0.4195 -6.2422
H -2.2585 -0.7472 -5.4019
O -6.8376 3.3424 0.2958
H -7.2284 3.2163 1.1707
H -6.2030 2.6195 0.2134
O -4.6915 -3.7029 -3.1747
H -4.2254 -2.8610 -3.1993
H -4.2315 -4.2122 -2.4984
O -7.4236 2.7958 3.2389
H -6.9577 3.6451 3.2232
H -6.9686 2.2890 3.9198
O 5.5158 -5.7149 3.4926
H 5.9456 -4.8531 3.4958
H 6.0007 -6.2190 4.1573
O -2.7707 3.3496 2.1105
H -3.3953 2.6323 1.9621
H -1.9625 2.9060 2.4024
O 3.5228 -5.8739 6.1516
H 2.7514 -5.3394 5.9306
H 3.3014 -6.7504 5.8165
O 5.5128 -0.9596 6.1525
H 5.4055 -0.7397 5.2226
H 4.6653 -0.7304 6.5502
O 5.9820 -7.0012 7.7395
H 5.2094 -6.4649 7.5198
H 5.7626 -7.8798 7.4123
O -6.9917 6.1033 2.6329
H -6.3744 6.0407 1.8943
H -7.7668 6.5333 2.2550

Cartesian forces, eV/Å:
-0.7114 -0.1542 1.0581
0.4702 -1.7125 -1.6737
0.5111 2.1792 2.4076
-0.2149 -0.2055 -0.6800
-0.8271 -0.5097 0.1785
-0.5579 -1.2559 -0.0323
0.7730 1.1878 -1.8405
-0.3108 -1.1511 -0.1579
0.6826 3.6641 -0.0363
0.1949 -0.1857 1.0387
-1.2478 -1.4314 0.5877
0.3380 -1.5994 -0.0526
-0.3390 -0.4991 3.2612
0.1800 1.3744 -0.6812
0.2266 -1.0937 -1.2207
-2.0767 -0.0516 -1.3639
0.8879 -0.0947 0.2508
1.0063 0.3455 0.2705
-0.4204 0.6004 -0.1862
0.2589 -0.5114 0.3710
0.4524 -0.4657 0.5156
0.2135 0.3733 -0.2158
0.7870 1.0195 -1.1307
-1.6786 -3.5367 3.9662
-0.7205 2.6323 -1.5306
1.7853 -0.4836 -1.2633
1.4447 1.1079 1.1262
-0.4006 -0.8919 0.1245
-0.5969 0.1238 -0.7364
-0.1209 0.0500 -0.8767
0.1255 0.3281 0.2025
0.0915 -0.4648 -0.0955
0.0133 0.0983 0.3407
-0.2441 0.2214 -0.7684
0.2103 0.4449 -0.3752
0.4070 0.0892 0.4007
-0.1509 -0.0813 -0.5573
-0.2720 0.3797 -0.2610
-0.0218 0.2248 -0.3836
0.1100 -0.0867 -0.0211
0.0087 -0.2838 -0.0970
0.0872 -0.0735 0.1028
-0.0693 0.1509 0.0776
0.4161 -0.1932 0.1115
-0.2324 0.1619 -0.0399
0.0123 -0.0022 -0.1331
0.1969 -0.3374 0.0583
-0.3860 0.4717 -0.0485
-0.0127 0.0775 -0.0849
0.1079 -0.0798 -0.1768
-0.1220 0.0845 0.1376
-0.0786 0.0435 0.1090
-0.3956 -0.0497 -0.0017
0.1371 -0.0943 0.0326
0.0806 -0.0378 0.0552
0.0707 -0.0661 0.0066
-0.0589 -0.0350 -0.0253
0.0293 0.2538 0.0449
0.1969 -0.2602 -0.2250
-0.1892 0.1521 0.0925
-0.0524 0.2534 0.0576
0.1033 0.1788 0.0605
0.1140 -0.0864 -0.0674
-0.0431 -0.0665 0.0103
0.0968 0.1490 0.1694
-0.0465 -0.0570 -0.1254
-0.0605 -0.0892 -0.0751
0.0231 0.0126 -0.0214
-0.0175 -0.0583 -0.0048
0.0856 0.0443 0.0559
0.1548 0.0792 0.0949
-0.2263 -0.2054 -0.0805
-0.0960 -0.0416 -0.0486
0.2927 0.1547 -0.1131
-0.2272 0.1265 0.1496
-0.0861 -0.0250 -0.0477
0.0473 0.1082 -0.1723
-0.0245 -0.0528 0.1398
-0.1272 0.0159 0.0510
0.0259 -0.1731 -0.0979
-0.0324 0.1021 0.0653
0.0360 0.0290 0.0495
0.0422 -0.1094 0.0076
0.0180 -0.0521 0.0216
-0.0704 0.0614 0.0197
-0.1558 -0.0093 -0.1337
0.0736 0.0511 0.0765
0.0949 -0.0265 0.0906
-0.0697 -0.0251 -0.1982
-0.0233 0.0542 0.0008
0.0445 0.0135 0.1195
0.0727 -0.1404 -0.1388
-0.0151 -0.0144 0.0438
-0.0079 -0.0624 0.0847

The HOMO energy is -12.6 eV. The calculation puts the total energy at -187430.7526 eV. The net charge is +1.

Here are the Mulliken charges for atoms 1 to 6, given in e: number 1, N, carries -0.369; number 2, C, carries 0.352; number 3, N, carries -0.281; number 4, Br, carries 0.123; number 5, C, carries -0.826; number 6, C, carries -2.062

***

3.
Below is the molecule C2H3NS, with properties calculated with ωB97M-V/def2-TZVPD.

CARTESIAN COORDINATES (ANGSTROEM)
C 0.7347 1.2157 0.8364
C -0.6965 -0.6289 -0.2099
N 0.1102 0.3125 0.3564
S 0.8789 -0.8723 -0.9994
H 1.6435 1.4561 0.2899
H -1.2829 -1.3228 0.5348
H -1.3880 -0.1604 -0.8082

Cartesian forces, eV/Å:
-0.1803 1.9512 0.8043
-1.4222 -2.0669 2.7224
1.1198 0.1340 -0.0057
0.1953 -1.8516 -1.3800
0.2572 0.1428 0.7904
1.7150 0.7747 -1.3682
-1.6848 0.9159 -1.5632

For the relative energy (zero: lowest compared OMol25 entry of this formula, charge and spin), the calculation gives 414.72 kJ/mol. The HOMO energy is -8.1 eV. The calculation puts the total energy at -14443.1708 eV.

Here are the Mulliken charges for atoms 1 to 6, given in e: number 1, C, carries -0.148; number 2, C, carries -0.344; number 3, N, carries 0.129; number 4, S, carries -0.291; number 5, H, carries 0.197; number 6, H, carries 0.235

***

What did the first record say?
Below is the molecule C11H19N3O3, with properties calculated with ωB97M-V/def2-TZVPD.

CARTESIAN COORDINATES (ANGSTROEM)
C -2.4229 -4.1811 0.9778
N -2.5217 -2.8463 0.3466
C -1.7450 -1.8348 0.7521
O -0.9685 -1.9440 1.7345
C -1.9795 -0.4536 0.2239
C -2.8803 0.4071 1.0471
N -0.5965 0.2288 -0.0040
C 0.2481 -0.1837 -0.9750
O -0.0671 -1.1830 -1.5933
C 1.5598 0.5500 -1.1239
C 1.6372 1.3374 -2.4597
C 1.2741 2.7070 -1.9901
C 1.8296 2.8613 -0.6134
N 1.9558 1.5042 -0.1256
C 2.1645 1.1721 1.1511
C 2.5599 -0.1603 1.5908
O 2.1624 1.9820 2.0596
H -1.3446 -4.4468 1.0092
H -2.7573 -4.2550 2.0246
H -2.7826 -4.9266 0.3557
H -3.0167 -2.7618 -0.4860
H -2.3749 -0.4414 -0.7601
H -3.7094 0.8128 0.5383
H -2.4041 1.2573 1.5487
H -3.3338 -0.2174 1.8870
H -0.3345 0.9913 0.5988
H 2.3944 -0.1649 -1.1509
H 2.6987 1.2949 -2.6873
H 0.9833 0.9764 -3.2223
H 0.2726 3.0853 -2.0968
H 1.7694 3.5489 -2.6182
H 2.8189 3.3701 -0.7698
H 1.0758 3.2761 0.0407
H 3.2860 -0.2012 2.3589
H 3.0154 -0.5442 0.6882
H 1.5334 -0.6166 1.7427

Cartesian forces, eV/Å:
2.6292 1.4197 0.8527
0.4108 -1.0511 1.5327
1.5424 -0.1055 3.4397
-1.2474 -0.1066 -1.9534
2.8706 1.5404 -1.7148
-0.3701 -0.7379 3.1972
-1.6499 0.2166 0.7731
-1.1217 -0.8171 1.5824
0.5985 -0.2104 -1.2114
1.4399 -1.0793 -1.2287
0.1140 -0.1752 1.5112
1.0317 3.4747 -2.2305
0.1037 0.1607 0.4401
-0.5421 -0.4394 -1.2898
1.4128 1.4636 2.7940
-2.0681 -1.7663 -2.8694
-0.5521 2.0237 0.0511
-0.4083 0.3667 0.2393
-0.3071 0.3581 -0.6080
-1.4848 -1.1499 -1.1446
-0.8881 0.1775 -1.4306
-0.4284 -0.5733 -1.0886
-0.8247 0.3479 -1.0292
0.2602 -0.3164 -0.1125
0.6100 0.7969 -0.9142
-0.1366 0.0042 0.1366
-0.8178 -0.5974 -0.2095
-0.0748 0.1223 -0.7313
-0.0501 -0.5398 -0.5720
-0.9628 -0.8928 0.2515
-0.4064 -1.5088 0.6105
-0.8868 -0.2759 1.2905
0.5348 1.3537 0.2530
0.0408 0.3208 1.0576
0.1329 -1.3042 -0.0152
1.4956 -0.5004 0.3405

For the relative energy (zero: lowest compared OMol25 entry of this formula, charge and spin), the calculation gives 131.15 kJ/mol. The HOMO energy is -9.2 eV. The calculation puts the total energy at -22327.5826 eV. The structure (SMILES) is CNC(=O)[C@@H](C)NC(=O)[C@H]1CCCN1C(C)=O.

Here are the Mulliken charges for atoms 1 to 6, given in e: number 1, C, carries -0.926; number 2, N, carries -0.177; number 3, C, carries 0.032; number 4, O, carries -0.659; number 5, C, carries 0.545; number 6, C, carries -1.339

***

Question: What is the formula in the third record?
Answer: C2H3NS